# 1
DFT (ωB97M-V/def2-TZVPD) results for a 2-piece molecular cluster, C9H14O overall.

Last column: Löwdin charge in e.
CARTESIAN COORDINATES (ANGSTROEM)
C (-1.5747, -0.3960, -0.1076)  -0.04
H (1.3398, -2.6493, -1.0474)  0.06
H (-2.7399, -0.6134, -2.3812)  0.07
H (2.3528, -3.5975, 0.0783)  0.06
H (-2.3381, -1.1657, -0.0702)  0.11
H (-1.4867, 0.2038, -3.2844)  0.08
C (-2.1782, 0.3111, -2.4487)  -0.05
H (-0.6390, 2.3652, -1.7346)  0.12
C (0.1984, 1.7161, 0.1661)  -0.03
H (3.6156, -1.6589, 0.7782)  0.06
C (2.7496, -1.5454, 0.1365)  -0.17
H (0.9713, -2.5764, 0.7109)  0.05
C (-1.4367, 0.5129, -1.1392)  -0.29
H (2.2941, -0.5888, 0.4253)  0.04
C (-0.5532, 1.5807, -0.9894)  -0.05
H (0.9602, 1.7403, 2.6106)  0.10
H (-2.8120, 1.1727, -2.6873)  0.08
C (0.0307, 0.8165, 1.2066)  -0.35
H (-0.9571, -0.9734, 1.8474)  0.12
C (-0.8915, -0.1926, 1.1007)  -0.03
H (0.9550, 2.4872, 0.1690)  0.11
O (0.8537, 0.8287, 2.3159)  0.03
C (1.7466, -2.7004, -0.0349)  -0.15
H (3.0989, -1.2438, -0.8537)  0.06

Computed properties:
Energy relative to the best compared isomer or geometry (same formula, charge and spin) = 56.31 kJ/mol
E = -11607.05308 eV
HOMO = -8.68 eV
Total charge = 0
SMILES = Cc1ccc(O)cc1.CC


# 2
DFT (ωB97M-V/def2-TZVPD) results for C49H48N4OPPdTe as an isolated structure.

Last column: Löwdin charge in e.
CARTESIAN COORDINATES (ANGSTROEM)
H (1.6770, -0.5158, -3.5758)  0.07
C (0.7302, 3.7634, -2.8159)  -0.25
C (-1.6455, 2.1375, 3.5593)  -0.10
H (-3.6566, -4.1926, -2.9046)  0.11
O (3.6381, -2.1490, 0.6980)  -0.12
C (1.9759, -3.4061, 1.8213)  -0.13
C (1.7171, 1.5415, -2.8835)  -0.31
C (0.1984, 4.9751, -3.5268)  -0.04
H (-1.3368, -0.3907, 5.2358)  0.05
C (2.9694, -4.3331, 2.1390)  -0.02
C (1.6996, 1.5097, -1.4799)  -0.30
H (-2.1472, -6.0271, -1.6503)  0.09
H (3.2729, 0.2145, -3.6307)  0.05
C (-4.0687, -1.5639, -3.1049)  -0.21
C (-3.4223, 1.4512, 2.1004)  -0.12
H (7.3985, 3.8323, 1.9897)  0.08
C (1.1584, 2.5697, -0.7486)  -0.29
H (3.0596, -0.0248, 3.4828)  0.10
H (4.7632, 1.3759, -2.2988)  0.07
C (4.9104, 1.7667, 2.4747)  -0.01
C (-3.8875, 2.7549, 2.0533)  -0.08
H (-0.5303, -1.8090, 4.5233)  0.03
H (-4.3335, -1.2431, -6.4706)  0.12
H (0.2107, 3.1214, 1.0908)  0.08
C (-3.2292, 3.7567, 2.7525)  -0.09
H (2.3626, 1.5863, 3.2739)  0.09
C (5.1912, 1.1303, -0.1968)  -0.29
C (3.8751, 1.0686, 1.8463)  -0.27
C (-3.6872, -1.3632, -4.4271)  -0.01
H (-1.5903, 4.2208, 4.0571)  0.10
H (4.7987, 2.0012, 3.5283)  0.12
H (-0.1524, -2.9739, 2.0399)  0.03
C (-6.9483, -1.6548, -6.1833)  -0.19
H (1.8786, 0.2360, 2.2301)  0.02
H (0.2866, 4.5115, -0.8609)  0.13
H (7.0801, 2.1076, -0.0666)  0.12
C (-1.3345, -4.2367, -0.5899)  -0.16
C (5.4098, 0.7810, -1.6468)  -0.08
H (-0.6252, -4.9412, 3.3594)  0.10
C (7.1502, 2.9135, 2.5224)  -0.05
H (5.2093, -0.2751, -1.8360)  0.06
H (-2.6456, -1.1803, -4.6558)  0.13
H (-3.5863, 4.7772, 2.7054)  0.10
H (-3.7822, -1.6463, 2.3131)  0.03
C (-5.9653, -1.6297, -5.1331)  -0.23
C (0.3899, -4.7742, 3.0216)  -0.09
H (1.0272, 1.5623, 1.1422)  0.04
H (6.8561, 3.1770, 3.5370)  0.07
C (-3.0494, -1.5215, -2.0134)  -0.06
H (-0.5823, -4.6408, 0.0737)  0.09
C (-6.3545, -1.8365, -3.8124)  -0.02
C (-3.1634, 0.9874, -2.1072)  -0.03
C (2.7147, 0.7011, 2.7409)  -0.08
H (6.4410, 0.9775, -1.9337)  0.08
H (-5.6978, -1.9639, -1.7764)  0.13
H (3.4626, -6.1766, 3.1071)  0.10
H (-3.9252, 0.6855, 1.5219)  0.11
C (4.0194, 0.7722, 0.4898)  -0.28
H (-1.1410, 1.7903, 0.3325)  0.07
H (-0.8690, 5.0955, -3.3353)  0.08
H (2.0511, 0.6815, -4.8097)  0.08
C (-2.3010, 1.1250, 2.8618)  -0.38
H (0.6974, 5.8807, -3.1796)  0.08
C (-2.9193, -4.0236, -2.1371)  -0.03
C (0.6933, 3.6837, -1.4320)  -0.01
H (0.3423, 4.8983, -4.6032)  0.08
C (6.0575, 2.1609, 1.8159)  -0.26
N (-1.5674, -2.9386, -0.6356)  -0.03
N (-7.7332, -1.6726, -7.0207)  0.15
H (1.1525, -6.5733, 3.9084)  0.10
H (8.0598, 2.3135, 2.5794)  0.08
H (-4.7585, 2.9900, 1.4561)  0.11
C (1.2417, 2.6850, -3.5186)  -0.01
C (-0.7519, -0.7495, 4.3869)  -0.26
H (-3.7592, -1.0674, 4.0001)  0.05
C (6.1824, 1.8260, 0.4725)  -0.01
H (1.9752, 3.0477, 1.1719)  0.10
Pd (-0.8660, -1.4330, 0.7910)  0.53
C (2.6786, -5.4659, 2.8807)  -0.07
N (-1.8169, 0.0212, -0.5306)  -0.02
H (-3.8576, 1.0968, -2.9244)  0.11
C (-2.6984, -0.2445, -1.5673)  -0.26
C (1.0872, 2.5727, 0.7481)  -0.06
C (-1.7344, 1.3364, -0.4401)  -0.19
H (-2.8687, -2.5351, 3.5295)  0.04
H (3.9733, -4.1413, 1.7887)  0.11
Te (2.5948, -0.2750, -0.7009)  1.94
C (-2.5412, 1.9888, -1.3999)  -0.07
H (-0.7672, 1.9109, 4.1508)  0.09
C (0.6817, -3.6447, 2.2707)  -0.08
C (-3.1724, -1.5373, 3.2085)  -0.26
C (2.2094, 0.4175, -3.7661)  -0.10
C (2.4272, -2.2224, 0.9954)  -0.67
N (1.5246, -1.3004, 0.6203)  -0.29
C (-2.5546, -2.7506, -1.5967)  -0.26
C (-2.1496, -4.9601, -1.5011)  -0.08
C (-4.6274, -1.3960, -5.4413)  -0.02
C (-5.4052, -1.8039, -2.8057)  -0.01
H (-7.3947, -2.0225, -3.5832)  0.12
C (-2.1074, 3.4454, 3.5063)  -0.09
C (1.3852, -5.6894, 3.3292)  -0.09
H (0.1986, -0.2172, 4.3499)  0.02
H (-2.6401, 3.0536, -1.5350)  0.09
H (1.2637, 2.7219, -4.6017)  0.12
P (-1.6599, -0.5767, 2.8095)  0.81

Computed properties:
Energy relative to the best compared isomer or geometry (same formula, charge and spin) = 19.21 kJ/mol
Expectation value of S² = 0.7535
E = -79660.92532 eV
HOMO (alpha / beta) = -7.03 / -7.04 eV
Total charge = 0
Spin multiplicity = 2


# 3
DFT (ωB97M-V/def2-TZVPD) results for C40H46BaBrN3O9 as an isolated structure.

Last column: Löwdin charge in e.
CARTESIAN COORDINATES (ANGSTROEM)
H (3.0951, -3.2981, 4.7997)  0.13
C (2.5562, -3.1719, 1.7564)  -0.40
C (-2.9347, 2.3717, -3.6109)  -0.07
H (5.1609, -0.8177, 3.3073)  0.11
C (-1.1634, 0.8074, 4.0011)  -0.75
H (-2.8087, -3.0918, -0.3801)  0.07
C (-0.3888, -1.3335, -3.2054)  -0.06
H (-2.0508, 2.6973, -4.1504)  0.04
C (-2.6954, -4.0385, -2.9603)  -0.07
C (0.3359, 0.9354, -4.1379)  -0.53
H (1.6781, -0.6378, -4.8701)  0.07
H (2.6383, 4.8261, 0.3006)  0.11
H (2.4780, -1.6686, 5.2377)  0.14
C (-2.5950, 1.6228, -2.3087)  -0.53
C (-3.9521, 1.3331, -1.6425)  -0.09
H (-1.6503, 2.0785, -0.4004)  0.07
C (-2.2163, 3.3303, 6.7361)  -0.16
H (-2.4423, 3.4683, -1.1599)  0.08
C (-0.4868, 4.8501, 1.6032)  -0.07
H (-1.0621, -3.1101, -0.0762)  0.06
C (0.6202, 2.3070, -3.5044)  -0.06
C (4.3022, -2.0789, -0.5819)  0.00
H (-1.4803, 3.0278, 2.1790)  0.11
C (-1.4036, 2.5529, 5.9178)  -0.59
H (1.6247, -4.5099, 3.0527)  0.14
H (-1.1646, 1.6485, -5.5714)  0.05
O (-1.7574, 0.4422, 2.9583)  -0.18
C (-0.2079, 1.1254, -5.5692)  -0.06
N (0.3850, 2.6362, 1.4190)  0.02
H (-4.5600, 0.6685, -2.2595)  0.08
C (1.6986, 4.4913, 0.7145)  -0.01
N (2.1918, -2.2992, 0.5231)  -0.15
H (-3.6332, -3.5148, -2.7622)  0.07
N (2.3200, 0.8978, 0.3158)  -0.05
H (-3.5425, 3.2608, -3.3976)  0.07
C (0.6841, 5.3620, 1.0594)  -0.07
H (-1.9425, -4.6420, -0.3766)  0.07
H (-3.7482, 1.0624, 4.0491)  0.12
H (-1.3090, 5.4931, 1.8880)  0.10
C (3.5401, -4.3479, -0.3267)  -0.03
H (-4.2181, 3.8838, 7.2508)  0.09
H (-4.4968, 2.2731, -1.4996)  0.07
C (1.7195, 0.2734, -4.2710)  -0.08
H (1.0288, 2.1711, -2.5005)  0.08
C (-4.1598, 2.4545, 5.6437)  -0.09
H (1.4440, -4.2974, 0.2642)  0.15
H (-1.7568, 3.9812, 7.4675)  0.08
C (-0.5846, 3.4816, 1.7667)  -0.14
C (3.1945, 0.0827, -0.3329)  -0.43
Br (0.4647, 2.7750, 6.1715)  0.78
C (1.5144, 3.1222, 0.9021)  -0.18
O (4.0164, 0.4527, -1.1558)  0.04
C (-1.8215, 0.3297, -2.5763)  -0.16
C (3.5229, -1.7075, 3.3736)  -0.66
H (-3.8161, 0.8712, -0.6631)  0.08
H (0.4584, -3.4382, 2.2362)  0.13
H (-0.3549, -5.2190, -2.1626)  0.07
C (4.4915, -3.5004, -0.7219)  -0.06
C (-2.2908, -0.9136, -2.0907)  -0.07
C (2.6421, -2.3741, 4.4244)  -0.09
Ba (0.6285, -0.1197, 1.9613)  2.17
H (-0.2612, 2.9384, -3.4330)  0.04
C (-1.8453, 2.5669, -1.3562)  -0.06
C (-0.2623, -4.1617, -2.4420)  -0.07
C (-1.8678, -3.5790, -0.6446)  -0.06
O (0.0054, 0.5040, 4.3206)  -0.27
O (3.7441, -2.9645, 2.3143)  0.03
H (-0.8819, 2.8840, -1.7535)  0.04
C (-1.9521, 1.7129, 4.9507)  -0.15
H (-2.4803, -3.9456, -4.0276)  0.08
H (-5.2357, 2.4141, 5.5253)  0.09
C (2.6621, 2.1947, 0.4884)  -0.48
O (3.7654, 2.7247, 0.4045)  0.04
H (5.3536, -3.8535, -1.2735)  0.10
H (2.1308, 0.0288, -3.2895)  0.08
C (-1.4126, -1.9399, -2.4725)  -0.25
C (-1.5588, -3.4077, -2.1372)  -0.56
C (-3.5938, 3.2762, 6.6067)  -0.11
O (1.3649, -2.6230, 3.8490)  -0.13
H (0.5653, -3.7132, -1.8877)  0.07
C (3.2078, -1.4656, -0.1016)  -0.03
O (2.9903, -0.7407, 2.7473)  -0.21
C (-0.6149, 0.0608, -3.3106)  -0.15
H (0.7980, 6.4288, 0.9065)  0.10
H (2.4076, 0.9655, -4.7685)  0.07
H (0.5000, 1.6946, -6.1878)  0.07
H (-0.3651, 0.1465, -6.0276)  0.08
H (5.0374, -1.4193, -1.0175)  0.11
H (1.3627, 2.8477, -4.1020)  0.08
H (3.5435, -5.3976, -0.5909)  0.10
H (-3.5029, 1.7139, -4.2734)  0.08
O (4.8132, -1.5364, 3.8518)  0.06
C (-3.3410, 1.6951, 4.8266)  -0.02
H (0.4725, -1.8545, -3.5991)  0.08
C (1.4279, -3.4764, 2.7275)  -0.11
H (-2.8286, -5.1028, -2.7186)  0.06
C (2.4107, -3.8342, 0.4317)  -0.07
H (-3.1822, -1.0621, -1.4952)  0.08
H (-0.0221, -4.1103, -3.5066)  0.07
O (0.9056, -1.9279, 0.4120)  -0.42

Computed properties:
Energy relative to the best compared isomer or geometry (same formula, charge and spin) = 177.53 kJ/mol
E = -135862.03207 eV
HOMO = -0.69 eV
Total charge = -2